The following is a DFT calculation (the ωB97M-V functional and the def2-TZVPD basis) of one molecule with the formula C14H11ClF3N3.

Geometry (Å):
C: 2.203 2.431 0.143
C: 1.940 0.961 0.019
N: 0.729 0.655 -0.025
N: -0.399 1.385 -0.022
C: -1.719 0.793 -0.158
C: -2.096 -0.482 0.045
C: -3.446 -0.946 0.148
C: -3.644 -2.201 0.049
F: -3.980 -2.730 1.127
F: -4.790 -2.643 -0.630
F: -2.609 -3.214 -0.350
C: -4.429 0.111 -0.145
C: -4.178 1.471 -0.116
C: -2.775 1.833 -0.021
Cl: -2.539 3.781 0.009
C: 2.774 -0.033 0.125
C: 2.414 -1.256 -0.282
C: 3.312 -2.368 0.119
C: 4.706 -1.929 0.035
N: 4.981 -0.685 0.179
C: 4.133 0.160 -0.053
H: 1.807 2.893 -0.762
H: 3.234 2.695 0.051
H: 1.675 2.880 0.809
H: -0.212 2.533 -0.051
H: -1.260 -1.149 0.078
H: -5.406 -0.437 -0.144
H: -5.031 2.263 -0.128
H: 1.449 -1.645 -0.077
H: 3.107 -3.644 -0.094
H: 5.544 -2.615 -0.063
H: 4.506 1.131 0.186

Cartesian forces (eV/Å) of the 3 atoms listed first:
C 3.211 -2.359 -5.695
C -5.367 8.147 0.941
N -4.616 -2.907 -0.278

Output
highest occupied orbital energy	-8.13	eV
SMILES	C/C(=N\Nc1cc(C(F)(F)F)ccc1Cl)c1cccnc1